The following is a DFT calculation (ωB97M-V/def2-TZVPD) of a molecular structure, C10H11Cl2MnNO2.

The largest force on an atom is 5.125 eV/A. The calculation puts the total energy at -72496.249 eV. Its net charge is -1. The energy relative to the best compared isomer or geometry (same formula, charge and spin) is 201.1 kJ/mol. The spin multiplicity is 5. For the HOMO energy (spin up / spin down), the calculation gives -2.72 / -3.64 eV.

Geometry (Å):
C: 0.852 -1.110 -1.761
C: -0.526 -1.152 -2.102
C: -1.246 -1.862 -0.996
C: -0.270 -2.294 -0.052
C: 1.043 -1.808 -0.507
Mn: -0.382 -0.252 -0.209
C: -1.399 1.365 -0.775
C: -0.040 1.860 -1.043
C: 0.701 2.419 -2.082
N: 0.895 1.092 -0.241
H: -2.337 -1.994 -0.958
H: -0.952 -0.766 -3.045
H: -0.447 -2.798 0.895
H: 2.020 -1.986 -0.035
H: 1.625 -0.729 -2.404
H: -2.067 1.220 -1.690
H: 1.522 1.427 0.532
H: -1.912 1.963 -0.032
H: 0.153 3.057 -2.841
H: 1.781 2.206 -2.207
Cl: -3.415 -1.444 2.607
C: -2.787 0.123 3.158
Cl: -2.078 -0.009 4.804
C: -1.688 0.665 2.220
O: -1.519 1.903 2.177
O: -1.024 -0.312 1.630
H: -3.600 0.868 3.092

Need the natural (NBO) charges? In units of e they are: atom 1 (C): -0.268, atom 2 (C): -0.310, atom 3 (C): -0.381, atom 4 (C): -0.327, atom 5 (C): -0.323, atom 6 (Mn): 1.122, atom 7 (C): -0.749, atom 8 (C): 0.175, atom 9 (C): -0.562, atom 10 (N): -0.919, atom 11 (H): 0.243, atom 12 (H): 0.240, atom 13 (H): 0.248, atom 14 (H): 0.234, atom 15 (H): 0.237, atom 16 (H): 0.186, atom 17 (H): 0.382, atom 18 (H): 0.247, atom 19 (H): 0.162, atom 20 (H): 0.198, atom 21 (Cl): -0.032, atom 22 (C): -0.290, atom 23 (Cl): -0.039, atom 24 (C): 0.747, atom 25 (O): -0.655, atom 26 (O): -0.800, atom 27 (H): 0.233

---

The following is a DFT calculation (ωB97M-V/def2-TZVPD) of 7 unconnected molecules or ions with the total composition C21H57B3FO13P.

As for the SMILES: O=P(O)(O)B1OB(O)OB(CCCF)O1.CC(C)O.CC(C)O.CC(C)O.CC(C)O.CC(C)O.CC(C)O. The largest force on an atom is 6.415 eV/A. The calculation puts the total energy at -63360.261 eV. For the HOMO energy, the calculation gives -9.73 eV.

Geometry (Å):
O: -3.289 2.892 3.061
P: -2.166 2.422 2.012
O: -0.852 1.672 2.912
O: -1.560 3.825 1.176
B: -2.954 1.088 0.858
O: -4.194 0.430 1.394
B: -5.119 0.077 0.300
O: -6.561 -0.039 0.651
O: -4.626 -0.206 -1.095
B: -3.169 -0.502 -0.855
C: -2.588 -2.035 -0.970
C: -2.640 -2.670 0.562
C: -1.216 -3.424 0.959
F: -1.277 -3.839 2.408
O: -2.355 0.700 -0.468
H: -1.037 0.680 3.017
H: -1.914 3.905 0.243
H: -6.760 0.643 1.383
H: -1.528 -2.109 -1.469
H: -3.366 -2.652 -1.633
H: -3.504 -3.466 0.592
H: -2.881 -1.875 1.394
H: -1.096 -4.417 0.330
H: -0.277 -2.698 0.838
C: -2.974 2.889 -4.320
C: -3.178 3.340 -2.882
C: -4.512 4.051 -2.709
O: -2.122 4.221 -2.509
H: -2.969 3.745 -5.003
H: -2.005 2.390 -4.432
H: -3.762 2.197 -4.632
H: -3.134 2.473 -2.214
H: -4.561 4.949 -3.335
H: -4.640 4.381 -1.673
H: -5.346 3.394 -2.974
H: -2.154 4.994 -3.097
C: 1.199 -6.570 -2.247
C: -0.131 -6.049 -2.766
C: -0.163 -6.025 -4.286
O: -0.349 -4.731 -2.268
H: 2.025 -5.928 -2.573
H: 1.212 -6.571 -1.152
H: 1.389 -7.589 -2.600
H: -0.945 -6.679 -2.391
H: 0.615 -5.363 -4.683
H: -1.121 -5.636 -4.645
H: -0.014 -7.027 -4.700
H: 0.369 -4.165 -2.596
C: 0.135 4.897 6.290
C: 0.445 3.464 6.691
C: 1.326 2.777 5.660
O: -0.774 2.738 6.829
H: -0.405 4.929 5.338
H: -0.509 5.375 7.035
H: 1.052 5.486 6.191
H: 0.944 3.454 7.667
H: 0.827 2.734 4.685
H: 1.530 1.743 5.956
H: 2.279 3.303 5.542
H: -1.224 2.741 5.968
C: 4.707 1.859 4.221
C: 6.098 2.405 4.502
C: 6.060 3.504 5.552
O: 6.655 2.923 3.297
H: 4.048 2.645 3.835
H: 4.748 1.078 3.454
H: 4.257 1.439 5.126
H: 6.750 1.593 4.842
H: 5.449 4.348 5.214
H: 7.066 3.896 5.736
H: 5.650 3.133 6.497
H: 6.082 3.644 2.987
C: 7.960 4.134 0.365
C: 6.630 4.656 -0.153
C: 6.598 4.680 -1.673
O: 6.412 5.973 0.345
H: 8.786 4.777 0.040
H: 7.973 4.134 1.461
H: 8.150 3.116 0.013
H: 5.816 4.025 0.221
H: 7.376 5.342 -2.071
H: 5.639 5.069 -2.032
H: 6.747 3.678 -2.087
H: 7.130 6.540 0.017
C: -4.913 -6.930 -4.324
C: -3.993 -7.411 -5.434
C: -4.782 -7.983 -6.600
O: -3.117 -8.412 -4.921
H: -5.514 -7.756 -3.927
H: -4.331 -6.532 -3.486
H: -5.589 -6.148 -4.683
H: -3.371 -6.580 -5.783
H: -5.378 -8.847 -6.284
H: -4.106 -8.337 -7.386
H: -5.454 -7.233 -7.028
H: -3.661 -9.154 -4.608

Need the Löwdin charges? In units of e they are: atom 1 (O): -0.370, atom 2 (P): 0.793, atom 3 (O): -0.222, atom 4 (O): -0.193, atom 5 (B): -0.345, atom 6 (O): 0.144, atom 7 (B): -0.454, atom 8 (O): 0.089, atom 9 (O): 0.172, atom 10 (B): -0.359, atom 11 (C): -0.066, atom 12 (C): -0.148, atom 13 (C): -0.119, atom 14 (F): -0.165, atom 15 (O): 0.126, atom 16 (H): 0.101, atom 17 (H): 0.075, atom 18 (H): 0.140, atom 19 (H): 0.118, atom 20 (H): 0.136, atom 21 (H): 0.135, atom 22 (H): 0.117, atom 23 (H): 0.122, atom 24 (H): 0.138, atom 25 (C): -0.059, atom 26 (C): -0.502, atom 27 (C): -0.058, atom 28 (O): -0.058, atom 29 (H): 0.083, atom 30 (H): 0.082, atom 31 (H): 0.083, atom 32 (H): 0.120, atom 33 (H): 0.083, atom 34 (H): 0.079, atom 35 (H): 0.084, atom 36 (H): 0.097, atom 37 (C): -0.063, atom 38 (C): -0.499, atom 39 (C): -0.061, atom 40 (O): -0.081, atom 41 (H): 0.082, atom 42 (H): 0.080, atom 43 (H): 0.083, atom 44 (H): 0.141, atom 45 (H): 0.082, atom 46 (H): 0.072, atom 47 (H): 0.085, atom 48 (H): 0.094, atom 49 (C): -0.064, atom 50 (C): -0.499, atom 51 (C): -0.069, atom 52 (O): -0.058, atom 53 (H): 0.082, atom 54 (H): 0.080, atom 55 (H): 0.078, atom 56 (H): 0.138, atom 57 (H): 0.065, atom 58 (H): 0.082, atom 59 (H): 0.065, atom 60 (H): 0.086, atom 61 (C): -0.069, atom 62 (C): -0.497, atom 63 (C): -0.064, atom 64 (O): -0.071, atom 65 (H): 0.076, atom 66 (H): 0.081, atom 67 (H): 0.076, atom 68 (H): 0.140, atom 69 (H): 0.082, atom 70 (H): 0.080, atom 71 (H): 0.080, atom 72 (H): 0.088, atom 73 (C): -0.065, atom 74 (C): -0.509, atom 75 (C): -0.069, atom 76 (O): -0.062, atom 77 (H): 0.082, atom 78 (H): 0.064, atom 79 (H): 0.085, atom 80 (H): 0.137, atom 81 (H): 0.080, atom 82 (H): 0.080, atom 83 (H): 0.080, atom 84 (H): 0.092, atom 85 (C): -0.065, atom 86 (C): -0.510, atom 87 (C): -0.067, atom 88 (O): -0.067, atom 89 (H): 0.082, atom 90 (H): 0.076, atom 91 (H): 0.081, atom 92 (H): 0.132, atom 93 (H): 0.082, atom 94 (H): 0.081, atom 95 (H): 0.081, atom 96 (H): 0.093

---

The following is a DFT calculation (ωB97M-V/def2-TZVPD) of 2 unconnected molecules or ions with the total composition C2H5NO3.

As for the SMILES: NC=O.O=CO. The largest force on an atom is 6.321 eV/A. The calculation puts the total energy at -9786.422 eV. The energy relative to the best compared isomer or geometry (same formula, charge and spin) is 170.5 kJ/mol. For the HOMO energy, the calculation gives -10.14 eV.

Geometry (Å):
N: -0.268 -0.092 2.100
C: -0.880 -0.157 0.892
O: -1.142 0.654 -0.017
H: 0.433 0.552 2.355
H: -0.313 -0.881 2.789
H: -1.374 -1.165 0.830
O: 1.684 0.954 -0.774
C: 1.109 0.302 -1.721
O: -0.076 0.446 -2.295
H: 1.619 -0.534 -2.328
H: -0.791 -0.077 -1.830

Need the natural (NBO) charges? In units of e they are: atom 1 (N): -0.808, atom 2 (C): 0.534, atom 3 (O): -0.614, atom 4 (H): 0.405, atom 5 (H): 0.405, atom 6 (H): 0.088, atom 7 (O): -0.568, atom 8 (C): 0.662, atom 9 (O): -0.726, atom 10 (H): 0.089, atom 11 (H): 0.533

---

The following is a DFT calculation (ωB97M-V/def2-TZVPD) of 2 unconnected molecules or ions with the total composition C4H6N2O.

The largest force on an atom is 2.944 eV/A. The calculation puts the total energy at -9264.934 eV. The energy relative to the best compared isomer or geometry (same formula, charge and spin) is 826.7 kJ/mol. For the HOMO energy (spin up / spin down), the calculation gives -7.98 / -7.96 eV.

Geometry (Å):
O: 1.337 1.916 0.906
C: 0.870 1.009 0.251
N: 1.356 -0.274 0.259
C: 0.577 -1.339 -0.226
C: -1.354 0.434 -0.941
C: -1.509 1.102 0.158
N: -0.241 1.303 -0.564
H: 2.119 -0.422 0.904
H: 0.931 -2.307 0.099
H: 0.562 -1.298 -1.342
H: -1.729 -0.434 -1.436
H: -1.193 -1.238 0.809
H: -1.726 1.548 1.121

Need the natural (NBO) charges? In units of e they are: atom 1 (O): -0.582, atom 2 (C): 0.768, atom 3 (N): -0.657, atom 4 (C): -0.226, atom 5 (C): -0.031, atom 6 (C): -0.039, atom 7 (N): -0.508, atom 8 (H): 0.409, atom 9 (H): 0.198, atom 10 (H): 0.193, atom 11 (H): 0.243, atom 12 (H): -0.026, atom 13 (H): 0.258

---

Q: Which formula does entry 1 have?
A: C10H11Cl2MnNO2